Below is a molecular structure, C40H41O11PS2Ti in a non-equilibrium geometry, with properties calculated with the ωB97M-V functional and the def2-TZVPD basis.

Positions of all 96 atoms, in Å:
H: -3.12 5.78 1.49
O: -1.49 0.39 2.42
C: -2.89 3.30 4.69
O: 1.62 -0.87 5.92
H: 4.76 -3.13 -2.46
C: -1.81 -3.41 -0.61
O: -0.25 5.10 2.31
H: 2.52 -6.08 -2.32
C: -1.97 -4.73 -1.01
C: 2.36 -5.28 -1.63
H: 0.63 -0.62 -3.02
C: 4.03 1.01 -1.99
H: -3.93 2.96 -2.16
H: 3.66 2.43 2.10
C: -0.53 -0.01 3.14
H: -1.27 7.33 2.17
C: 0.08 -1.17 -5.00
C: -2.04 2.46 -1.37
H: 3.70 0.24 1.23
O: -0.78 1.05 5.33
H: -2.15 -3.88 -3.32
O: 0.66 -0.62 1.22
O: 4.24 3.73 -0.25
S: -1.58 4.45 2.66
C: -3.11 2.27 -2.42
H: -5.06 -5.31 0.36
H: -1.04 4.16 -0.45
H: -2.32 -3.53 -5.76
H: -2.01 4.59 -1.81
H: 3.69 -3.64 1.05
H: 6.09 -3.04 -1.25
O: 2.72 -1.38 3.05
P: -0.52 -2.27 -1.16
C: -1.62 -2.91 -5.17
C: 3.96 0.15 0.20
C: -0.74 -2.01 -5.80
H: 6.33 -2.29 -2.80
H: -3.68 5.65 3.18
H: 4.79 -0.38 -3.50
C: -3.09 -5.49 -0.62
H: 2.19 3.46 1.87
O: -0.07 1.03 -1.39
H: 0.56 -4.75 -2.65
C: 4.91 -1.22 -1.55
H: -3.26 -0.23 1.99
Ti: -1.29 0.23 0.24
H: 4.12 -5.66 -0.51
O: -0.09 2.74 -2.79
H: -3.22 -6.48 -1.06
C: -1.75 4.20 4.45
C: 1.25 -4.46 -1.87
C: 3.72 1.19 -0.67
C: -1.61 -3.06 -3.79
C: 0.97 -3.33 -1.07
C: 1.89 -3.08 -0.04
C: 1.11 -0.59 4.86
C: 1.68 -0.89 3.43
H: 0.76 -0.43 -5.42
H: 3.77 1.81 -2.70
H: -0.82 3.73 4.74
H: -3.87 3.70 4.39
C: 3.01 -3.90 0.21
C: 4.63 -1.01 -0.21
C: 3.25 -5.00 -0.61
C: -0.81 -2.24 -2.98
C: 0.61 -0.51 2.50
C: -2.12 7.18 2.81
C: -2.68 -1.43 0.62
C: -2.82 5.84 2.54
C: -2.81 -2.79 0.22
H: 1.72 -2.25 0.61
H: -4.69 -3.08 1.23
O: -2.34 1.68 -0.22
H: -2.98 3.07 5.77
H: -2.77 2.34 4.15
C: 2.71 2.55 1.55
C: 4.59 -0.18 -2.45
C: -0.62 2.07 -1.94
H: 2.04 1.70 1.73
S: 3.06 2.81 -0.21
H: -2.78 4.14 -0.25
O: -3.61 -1.05 1.55
C: -0.23 0.23 4.59
H: -1.84 5.19 4.87
C: 0.03 -1.30 -3.62
H: -2.76 2.52 -3.42
H: -2.83 7.97 2.60
C: -4.07 -4.83 0.14
H: -1.82 7.27 3.87
C: -1.97 3.91 -0.95
C: -3.93 -3.57 0.62
H: -3.42 1.18 -2.38
H: 4.84 -1.76 0.56
H: -0.69 -1.94 -6.86
H: -1.24 -5.20 -1.68
C: 5.56 -2.51 -2.06

2S+1: 3
ΔE to the lowest compared entry with this formula, charge and spin: 0.0 kcal/mol
DFT total energy: -4363.7791 Ha
net charge: -2
orbital gap (alpha / beta): 5.14 / 6.36 eV
LUMO (alpha / beta): 3.870 / 3.870 eV
HOMO (alpha / beta): -1.27 / -2.49 eV